1.
Molecular formula: C3H6Cl2N2S
Method: DFT, ωB97M-V with the def2-TZVPD basis set

Positions of all 14 atoms, in Å:
C (-0.35, -0.28, -0.32)
C (2.23, 1.28, -0.12)
C (-0.90, -0.68, 0.91)
N (-1.02, 0.67, -0.99)
N (-0.72, 1.25, -2.09)
S (1.60, 2.30, -1.21)
Cl (3.30, 0.03, -0.39)
Cl (-2.15, -2.31, 0.88)
H (0.40, -0.88, -0.80)
H (2.03, 1.55, 0.92)
H (-1.73, -0.12, 1.38)
H (-0.12, -1.13, 1.60)
H (-1.70, 1.24, -0.32)
H (-0.09, 0.62, -2.74)

Spin multiplicity: 1
HOMO-LUMO gap (spin up / spin down): 7.961 / 7.961 eV



2.
Molecular formula: C3H6Cl2NO2P
Method: DFT, ωB97M-V with the def2-TZVPD basis set

Positions of all 15 atoms, in Å:
C (-0.31, 1.35, 0.77)
C (0.15, 0.16, -1.29)
C (-0.78, 1.02, -0.55)
N (-2.06, -0.45, 0.38)
O (-0.72, 2.24, 1.44)
O (-3.40, -1.05, -1.75)
P (-3.42, -0.45, -0.42)
Cl (-4.62, -1.45, 0.87)
Cl (-4.42, 1.28, -0.41)
H (0.49, 0.87, 1.09)
H (-0.48, -0.44, -1.85)
H (0.64, 0.84, -1.99)
H (0.91, -0.21, -0.65)
H (-1.42, 1.59, -1.12)
H (-1.89, -0.18, 1.32)

Spin multiplicity: 1
HOMO-LUMO gap: 8.888 eV



3.
Molecular formula: C3H6Cl2O2
Method: DFT, ωB97M-V with the def2-TZVPD basis set

Positions of all 13 atoms, in Å:
C (-0.36, -0.69, 2.38)
C (0.19, 0.67, -2.37)
C (-1.27, -0.50, 1.14)
O (-0.81, 1.60, -2.08)
O (-1.32, -1.35, 0.29)
Cl (1.19, 0.65, -0.88)
Cl (-2.08, 0.95, 1.25)
H (-0.38, 0.29, 2.96)
H (0.71, -0.93, 2.02)
H (-0.68, -1.49, 3.17)
H (1.00, 1.01, -3.12)
H (-1.44, 1.28, -1.31)
H (-0.17, -0.37, -2.62)

Spin multiplicity: 1
HOMO-LUMO gap: 11.218 eV



4.
Molecular formula: C3H6Cl3P
Method: DFT, ωB97M-V with the def2-TZVPD basis set

Positions of all 13 atoms, in Å:
C (-0.85, 0.35, -1.22)
C (-0.43, -0.10, 1.22)
C (0.00, -0.44, -0.16)
P (1.79, -0.11, -0.66)
Cl (-0.13, -2.18, -0.59)
Cl (2.65, -0.87, 0.86)
Cl (1.55, 2.25, -0.07)
H (-1.73, -0.37, -1.34)
H (-0.34, 0.42, -2.24)
H (-1.01, 1.22, -0.71)
H (-1.37, 0.30, 1.32)
H (0.22, 0.51, 1.77)
H (-0.35, -0.97, 1.82)

Spin multiplicity: 1
HOMO-LUMO gap: 9.442 eV



5.
Molecular formula: C3H6Cl6
Method: DFT, ωB97M-V with the def2-TZVPD basis set

Positions of all 15 atoms, in Å:
C (-0.51, -4.65, 0.19)
Cl (-0.82, -3.03, 0.89)
Cl (-1.01, -4.76, -1.49)
H (0.55, -4.82, 0.26)
H (-1.08, -5.36, 0.77)
C (-1.39, 0.55, 1.38)
Cl (-0.74, 2.11, 0.81)
Cl (-2.04, 0.67, 3.02)
H (-2.19, 0.26, 0.72)
H (-0.58, -0.16, 1.37)
C (1.81, 3.87, -1.57)
Cl (2.50, 2.79, -2.79)
Cl (3.05, 4.56, -0.51)
H (1.31, 4.68, -2.08)
H (1.13, 3.28, -0.96)

Spin multiplicity: 1
HOMO-LUMO gap: 11.641 eV



6.
Molecular formula: C3H6ClF
Method: DFT, ωB97M-V with the def2-TZVPD basis set

Positions of all 11 atoms, in Å:
C (-0.55, 0.75, -0.17)
C (0.00, -0.57, -0.31)
C (2.06, -0.59, 0.47)
F (2.73, -1.52, -0.20)
Cl (2.60, 1.06, -0.12)
H (0.22, 1.43, -0.46)
H (-0.81, 0.88, 0.97)
H (-1.33, 0.82, -0.94)
H (-0.43, -1.36, 0.32)
H (0.34, -0.80, -1.26)
H (2.24, -0.65, 1.57)

Spin multiplicity: 1
HOMO-LUMO gap: 10.214 eV



7.
Molecular formula: C3H6ClFS
Method: DFT, ωB97M-V with the def2-TZVPD basis set

Positions of all 12 atoms, in Å:
C (-0.19, 1.34, -0.58)
C (0.98, -0.81, 0.58)
C (-0.07, -0.48, -0.45)
F (-0.35, 1.82, 0.67)
S (-1.69, -1.09, 0.06)
Cl (2.61, -0.38, -0.01)
H (-1.06, 1.55, -1.19)
H (0.76, 1.68, -0.99)
H (0.99, -1.89, 0.79)
H (0.81, -0.26, 1.50)
H (0.14, -0.85, -1.44)
H (-1.75, -0.37, 1.19)

Spin multiplicity: 1
HOMO-LUMO gap: 10.164 eV



8.
Molecular formula: C3H6ClN
Method: DFT, ωB97M-V with the def2-TZVPD basis set

Positions of all 11 atoms, in Å:
C (-0.76, -0.07, -0.18)
C (-0.59, -1.48, -0.44)
C (1.55, 1.02, 0.54)
N (-1.67, 0.68, -0.48)
Cl (0.70, 2.50, 0.54)
H (-0.55, -2.19, 0.51)
H (-1.38, -1.83, -0.95)
H (0.45, -1.74, -0.97)
H (1.44, 0.48, 1.55)
H (2.45, 0.95, 0.09)
H (-1.65, 1.69, -0.22)

Spin multiplicity: 1
HOMO-LUMO gap (spin up / spin down): 7.728 / 8.639 eV



9.
Molecular formula: C3H6ClN2S
Method: DFT, ωB97M-V with the def2-TZVPD basis set

Positions of all 13 atoms, in Å:
C (-0.68, -0.07, -0.06)
C (3.59, -0.11, 0.27)
C (-2.14, -0.18, -0.21)
N (-0.14, 1.10, 0.31)
N (0.11, -1.12, -0.04)
S (2.32, -1.06, 0.29)
Cl (4.51, 1.09, -0.14)
H (-2.40, -0.85, -0.90)
H (-2.66, 0.73, -0.42)
H (-2.47, -0.54, 0.68)
H (-0.65, 1.92, 0.23)
H (0.95, 1.10, 0.25)
H (-0.34, -2.01, -0.26)

Spin multiplicity: 1
HOMO-LUMO gap: 8.431 eV
Net charge: +1



10.
Molecular formula: C3H6ClNO
Method: DFT, ωB97M-V with the def2-TZVPD basis set

Positions of all 12 atoms, in Å:
C (1.08, -1.92, 0.31)
C (-0.12, 0.69, -0.60)
C (0.39, -0.93, 1.16)
N (-0.38, 0.12, 0.69)
O (1.71, -2.80, 0.85)
Cl (2.77, 0.25, -0.08)
H (0.97, -1.80, -0.73)
H (1.06, 0.88, -0.68)
H (-0.30, -0.01, -1.49)
H (-0.81, 1.47, -0.73)
H (0.46, -1.13, 2.24)
H (-0.62, 0.62, 1.61)

Spin multiplicity: 1
HOMO-LUMO gap (spin up / spin down): 7.296 / 7.297 eV



11.
Molecular formula: C3H6ClNO2
Method: DFT, ωB97M-V with the def2-TZVPD basis set

Positions of all 13 atoms, in Å:
C (1.69, -0.25, 0.17)
C (0.34, -0.49, -0.23)
C (-0.68, 0.51, 0.24)
H (2.34, 0.49, -0.25)
H (1.69, -0.12, 1.11)
H (2.45, -1.14, -0.25)
H (0.13, -1.67, 0.11)
H (0.10, -0.48, -1.27)
H (-0.59, 0.65, 1.23)
N (-2.02, 0.18, -0.06)
O (-2.91, 0.66, 0.71)
O (-2.31, -0.49, -1.09)
Cl (-0.23, 2.16, -0.42)

Spin multiplicity: 1
HOMO-LUMO gap: 10.308 eV



12.
Molecular formula: C3H6ClNS
Method: DFT, ωB97M-V with the def2-TZVPD basis set

Positions of all 12 atoms, in Å:
C (0.07, -2.08, -0.81)
C (-0.22, 1.78, 0.42)
C (0.42, 0.47, 0.82)
N (-0.38, -0.97, -0.56)
S (-0.21, -3.00, -2.16)
Cl (0.95, -2.75, 0.48)
H (-0.72, 1.65, -0.52)
H (-0.94, 2.31, 1.05)
H (0.50, 2.63, 0.22)
H (1.47, 0.43, 0.38)
H (0.18, 0.12, 1.80)
H (-1.13, -0.59, -1.12)

Spin multiplicity: 1
HOMO-LUMO gap: 6.997 eV



Per-record ΔE to the lowest compared entry with this formula, charge and spin, kJ/mol: 7.95, 280.69, 147.73, 122.19, 11.47, 254.28, 64.99, 360.16, 294.47, 290.66, 499.70, 318.47
Per-record energy, Eh: -1545.855960, -1584.871505, -1188.737105, -1839.840711, -2879.044465, -677.860339, -1076.121851, -632.689525, -1085.448205, -708.003393, -783.162638, -1030.931105